No. 1
Density functional theory data (ωB97M-V/def2-TZVPD) for a structure of composition C34H45As3I2N5NaO3S in a non-equilibrium geometry.

Its HOMO energy is -2.34 eV. The molecular weight comes out at 1105.40 u. The orbital gap is 5.74 eV. For the total energy, the calculation gives -263551.0391 eV.

Structure (ORCA input):
```
! wB97M-V def2-TZVPD RIJCOSX def2/J DEFGRID3
* xyz -2 1
Na -0.122 -1.268 1.598
C 0.305 0.989 4.792
O -0.912 1.470 4.173
C -0.925 1.445 2.797
O 0.037 1.239 2.069
N -2.138 1.734 2.349
N -2.405 1.645 0.946
H 0.276 1.519 5.760
H 1.198 1.272 4.190
H 0.235 -0.090 4.957
H -2.944 1.654 2.956
H -1.551 2.058 0.552
H -2.238 0.620 0.700
C -2.829 0.772 -2.247
As -0.921 0.403 -2.214
C -0.884 -1.030 -3.544
C -0.489 2.024 -3.278
C 0.915 2.666 -3.294
C 0.749 4.090 -3.864
C 1.545 2.857 -1.887
As 2.526 1.373 -0.976
C 2.857 2.550 0.619
C 4.360 1.644 -1.723
C 1.860 1.795 -4.180
As 1.859 2.059 -6.132
C 3.229 0.644 -6.377
C 0.271 0.938 -6.497
H -3.158 0.845 -3.319
H -3.127 1.655 -1.664
H -3.294 -0.091 -1.778
H -1.612 -0.930 -4.394
H -1.231 -1.952 -3.028
H 0.141 -1.183 -3.863
H -1.149 2.802 -2.850
H -0.825 1.883 -4.320
H 0.232 4.695 -3.120
H 0.139 4.088 -4.786
H 1.695 4.544 -4.037
H 0.738 3.148 -1.206
H 2.247 3.750 -1.948
H 2.921 3.601 0.340
H 3.839 2.317 1.063
H 2.083 2.431 1.370
H 4.684 2.727 -1.734
H 4.552 1.153 -2.661
H 5.016 1.150 -0.974
H 1.614 0.751 -4.003
H 2.925 1.868 -3.889
H 4.185 0.935 -5.890
H 3.458 0.467 -7.437
H 2.838 -0.207 -5.874
H -0.645 1.446 -6.389
H 0.317 0.132 -5.809
H 0.364 0.572 -7.535
I -0.880 -3.525 6.627
C 0.884 -3.271 5.541
C 2.084 -3.806 6.006
C 3.286 -3.682 5.352
I 4.995 -4.566 6.292
C 3.319 -2.990 4.106
C 4.474 -2.859 3.270
C 4.384 -2.187 2.113
C 3.158 -1.641 1.714
N 2.081 -1.723 2.449
C 2.137 -2.397 3.611
C 0.856 -2.519 4.327
O -0.171 -2.004 3.859
H 2.019 -4.438 6.898
H 5.380 -3.318 3.597
H 5.262 -2.076 1.425
H 3.076 -1.101 0.775
C -5.230 1.065 4.110
C -5.482 1.232 2.776
C -5.047 0.259 1.899
C -4.337 -0.844 2.386
N -4.064 -0.982 3.673
C -4.488 -0.031 4.530
C -3.812 -1.827 1.384
C -4.735 -2.743 0.883
C -4.382 -3.699 -0.073
C -3.095 -3.605 -0.597
C -2.263 -2.599 -0.165
C -2.457 -1.708 0.953
H -5.566 1.760 4.892
H -6.074 2.063 2.467
H -5.123 0.404 0.820
H -4.235 -0.175 5.551
H -5.725 -2.842 1.330
H -5.096 -4.473 -0.380
H -2.743 -4.227 -1.437
H -1.265 -2.662 -0.577
S 2.985 -1.674 -2.708
C 1.916 -2.022 -1.529
N 1.162 -2.234 -0.659
*
```



No. 2
Density functional theory data (ωB97M-V/def2-TZVPD) for a cluster of 5 separate species, C34H45F32IN2O9P in total in a non-equilibrium geometry.

Its HOMO energy is -13.00 eV. The molecular weight comes out at 1391.55 u. The orbital gap is 9.78 eV. For the total energy, the calculation gives -161737.9264 eV.

Structure (ORCA input):
```
! wB97M-V def2-TZVPD RIJCOSX def2/J DEFGRID3
* xyz 1 1
C -1.989 -4.412 4.628
C -2.358 -3.135 3.851
C -2.415 -3.347 2.325
N -1.792 -2.298 1.521
N -0.361 -2.173 1.522
C 0.055 -1.006 2.468
C -1.008 0.056 2.637
P -0.339 1.381 3.670
O 0.041 0.826 4.989
O 0.843 1.999 2.813
C 2.037 2.474 3.503
C 3.057 1.363 3.676
O -1.416 2.543 3.679
C -2.822 2.267 3.869
C -3.143 1.611 5.202
C 0.317 -3.425 1.970
C 1.808 -3.533 1.651
O 2.154 -4.304 0.822
I 3.261 -2.415 2.683
C 0.072 -1.748 0.144
C -0.063 -2.852 -0.929
C 1.063 -3.051 -1.860
O -0.202 -2.362 -2.232
H -2.866 -5.047 4.767
H -1.663 -4.135 5.635
H -1.184 -4.981 4.158
H -1.669 -2.335 4.131
H -3.343 -2.813 4.200
H -2.097 -4.364 2.061
H -3.465 -3.308 2.016
H -2.151 -2.243 0.579
H 0.294 -1.443 3.441
H 0.975 -0.559 2.091
H -1.879 -0.310 3.185
H -1.347 0.431 1.666
H 2.431 3.264 2.863
H 1.762 2.917 4.461
H 3.820 1.650 4.402
H 3.556 1.159 2.723
H 2.559 0.452 4.012
H -3.303 3.246 3.829
H -3.209 1.708 3.010
H -3.070 0.520 5.188
H -4.155 1.877 5.515
H -2.447 1.978 5.961
H -0.123 -4.295 1.480
H 0.159 -3.543 3.044
H 1.109 -1.417 0.195
H -0.566 -0.914 -0.157
H -0.640 -3.745 -0.646
H 1.869 -2.320 -1.866
H 1.142 -3.970 -2.429
C 2.533 -10.416 0.208
C 3.896 -10.639 -0.465
C 5.109 -10.907 0.432
F 5.342 -9.862 1.251
F 6.191 -11.079 -0.354
F 4.163 -9.617 -1.307
F 3.755 -11.770 -1.213
O 2.101 -9.075 0.384
C 2.422 -8.330 1.477
C 3.254 -7.097 1.105
F 4.396 -7.446 0.488
F 3.566 -6.430 2.244
F 3.000 -9.051 2.448
F 1.257 -7.835 1.984
H 1.813 -10.830 -0.496
H 2.443 -10.994 1.128
H 4.954 -11.810 1.028
H 2.677 -6.452 0.448
C -1.119 4.500 -2.144
C -1.842 3.741 -3.266
C -0.978 2.991 -4.281
F -0.168 3.833 -4.949
F -1.785 2.377 -5.176
F -2.705 4.564 -3.899
F -2.577 2.771 -2.644
O -0.927 5.891 -2.305
C 0.171 6.434 -2.920
C -0.219 7.200 -4.188
F -0.858 6.392 -5.058
F 0.888 7.677 -4.791
F 1.130 5.521 -3.157
F 0.684 7.346 -2.070
H -1.797 4.427 -1.294
H -0.195 3.996 -1.854
H -0.377 2.233 -3.777
H -0.880 8.031 -3.929
C 3.691 0.263 -4.011
C 2.717 0.832 -2.968
C 3.234 1.888 -1.990
F 4.209 1.389 -1.211
F 2.201 2.256 -1.186
F 2.119 -0.174 -2.279
F 1.743 1.470 -3.679
O 4.294 -0.980 -3.730
C 5.468 -1.097 -3.035
C 5.268 -1.890 -1.743
F 4.347 -1.294 -0.950
F 6.432 -1.944 -1.068
F 6.055 0.087 -2.808
F 6.309 -1.835 -3.786
H 3.067 0.063 -4.881
H 4.422 1.012 -4.318
H 3.596 2.769 -2.525
H 4.938 -2.902 -1.986
C -5.440 6.855 -3.005
C -4.788 8.236 -3.173
C -3.665 8.620 -2.209
F -4.091 8.672 -0.933
F -3.201 9.847 -2.542
F -5.729 9.200 -3.189
F -4.191 8.212 -4.402
O -6.664 6.779 -2.299
C -6.725 6.629 -0.943
C -7.400 7.825 -0.258
F -6.745 8.964 -0.543
F -7.363 7.627 1.078
F -5.520 6.366 -0.402
F -7.514 5.558 -0.692
H -5.703 6.560 -4.019
H -4.719 6.122 -2.641
H -2.839 7.906 -2.283
H -8.436 7.907 -0.590
*
```



No. 3
Density functional theory data (ωB97M-V/def2-TZVPD) for a structure of composition C34H45MnN6OP2S in a non-equilibrium geometry.

Its HOMO energy (alpha / beta) is -10.59 / -10.91 eV. The molecular weight comes out at 702.73 u. The orbital gap (alpha / beta) is 8.77 / 8.96 eV. The expectation value of S² is 8.756. For the total energy, the calculation gives -107707.3092 eV.

Structure (ORCA input):
```
! wB97M-V def2-TZVPD RIJCOSX def2/J DEFGRID3
* xyz 1 6
Mn -0.923 0.330 -0.664
C -3.806 -0.710 -2.857
C -3.355 0.704 -3.196
N -2.761 1.363 -2.025
C -2.590 2.801 -2.203
C -2.041 3.401 -0.923
N -0.777 2.778 -0.497
C 0.451 3.501 -0.887
C 0.941 3.259 -2.303
C 1.429 1.851 -2.588
N 0.335 0.869 -2.596
C 0.706 -0.382 -3.271
C -0.539 -1.170 -3.601
N -1.370 -1.346 -2.406
C -2.741 -1.808 -2.719
H -4.517 -1.031 -3.620
H -4.371 -0.657 -1.924
H -4.232 1.268 -3.536
H -2.637 0.739 -4.020
H -3.397 1.205 -1.245
H -3.530 3.306 -2.457
H -1.913 2.971 -3.046
H -2.774 3.217 -0.133
H -1.938 4.487 -1.021
H -0.770 2.786 0.517
H 1.233 3.184 -0.193
H 0.307 4.578 -0.738
H 1.779 3.940 -2.470
H 0.182 3.542 -3.040
H 2.162 1.544 -1.833
H 1.942 1.843 -3.556
H -0.451 1.267 -3.106
H 1.356 -0.954 -2.605
H 1.272 -0.189 -4.189
H -0.269 -2.128 -4.058
H -1.119 -0.626 -4.349
H -0.947 -2.087 -1.852
H -3.051 -2.477 -1.916
H -2.704 -2.409 -3.633
N 0.888 -0.843 1.815
P 0.972 -1.506 0.262
C 0.045 -3.074 0.358
C 0.159 -3.984 -0.696
C -0.599 -5.144 -0.705
C -1.472 -5.410 0.345
C -1.579 -4.515 1.399
C -0.826 -3.346 1.406
C 2.685 -2.105 0.136
C 3.148 -3.106 0.992
C 4.457 -3.546 0.903
C 5.313 -3.002 -0.051
C 4.862 -2.011 -0.907
C 3.549 -1.560 -0.809
P 0.188 0.701 1.908
C 1.608 1.820 2.150
C 2.845 1.529 1.577
C 3.871 2.467 1.603
C 3.666 3.708 2.189
C 2.436 4.006 2.763
C 1.413 3.068 2.746
C -0.641 0.741 3.514
C -1.994 1.061 3.573
C -2.648 1.114 4.799
C -1.950 0.838 5.964
C -0.597 0.516 5.913
C 0.057 0.476 4.694
H 1.496 -1.186 2.550
H 0.860 -3.799 -1.506
H -0.502 -5.848 -1.522
H -2.064 -6.315 0.341
H -2.256 -4.722 2.218
H -0.924 -2.639 2.220
H 2.479 -3.560 1.716
H 4.812 -4.322 1.568
H 6.332 -3.357 -0.126
H 5.527 -1.585 -1.647
H 3.206 -0.769 -1.465
H 3.019 0.563 1.115
H 4.833 2.225 1.170
H 4.465 4.437 2.211
H 2.277 4.968 3.234
H 0.463 3.304 3.214
H -2.541 1.246 2.657
H -3.700 1.363 4.841
H -2.459 0.873 6.919
H -0.054 0.306 6.825
H 1.119 0.256 4.665
O -4.747 -1.554 0.269
S -3.580 -1.138 1.035
N -2.483 -0.403 0.415
*
```



No. 4
Density functional theory data (ωB97M-V/def2-TZVPD) for a structure of composition C34H46ClF5OP4Ru in a non-equilibrium geometry.

Its HOMO energy (alpha / beta) is -10.82 / -12.82 eV. The molecular weight comes out at 826.15 u. The orbital gap (alpha / beta) is 5.22 / 3.89 eV. The expectation value of S² is 6.073. For the total energy, the calculation gives -103875.5743 eV.

Structure (ORCA input):
```
! wB97M-V def2-TZVPD RIJCOSX def2/J DEFGRID3
* xyz 2 5
P 1.570 1.141 -3.031
C 3.148 1.462 -2.388
C 3.956 0.821 -3.376
H 3.510 0.016 -3.963
C 5.230 1.306 -3.600
H 5.815 0.851 -4.399
C 5.716 2.355 -2.808
H 6.720 2.730 -3.023
C 4.952 2.914 -1.772
H 5.382 3.717 -1.176
C 3.657 2.460 -1.524
H 3.046 2.848 -0.710
C 1.058 -0.546 -3.029
C 1.818 -1.649 -2.577
H 2.681 -1.502 -1.927
C 1.465 -2.919 -3.017
H 2.044 -3.785 -2.704
C 0.391 -3.085 -3.899
H 0.152 -4.076 -4.297
C -0.383 -1.995 -4.311
H -1.204 -2.106 -5.019
C -0.098 -0.728 -3.833
H -0.677 0.153 -4.128
C 0.352 2.386 -2.997
C 0.805 3.034 -4.178
H 1.771 2.713 -4.591
C 0.006 4.000 -4.758
H 0.349 4.446 -5.689
C -1.195 4.362 -4.119
H -1.795 5.141 -4.592
C -1.613 3.755 -2.928
H -2.539 4.084 -2.458
C -0.859 2.727 -2.357
H -1.166 2.237 -1.438
Ru -0.029 -0.034 2.699
C -1.458 -1.285 2.002
C -1.807 -1.479 0.707
H -1.976 -1.860 2.767
C -1.110 -0.784 -0.422
O -2.041 -0.082 -1.209
H -1.700 0.316 -2.027
C -0.080 0.100 0.219
H -0.620 -1.524 -1.035
C 0.448 0.794 1.201
Cl 2.063 1.359 3.290
P -1.187 2.062 2.582
P 1.753 -1.656 2.378
C -0.674 3.085 3.971
H 0.382 3.350 3.840
H -0.782 2.523 4.903
H -1.315 3.978 3.994
C -1.150 3.223 1.194
H -1.952 2.995 0.482
H -0.190 3.173 0.668
H -1.293 4.245 1.566
C -2.941 1.651 2.691
H -3.094 0.795 3.355
H -3.310 1.401 1.686
H -3.471 2.527 3.086
C 2.802 -1.764 3.848
H 2.337 -2.437 4.583
H 2.900 -0.753 4.268
H 3.798 -2.137 3.562
C 1.059 -3.319 2.116
H 0.625 -3.386 1.108
H 0.264 -3.492 2.851
H 1.843 -4.079 2.240
C 2.939 -1.494 0.995
H 3.269 -0.454 0.903
H 2.468 -1.805 0.058
H 3.816 -2.135 1.181
P -3.173 -2.546 0.247
C -3.765 -3.533 1.647
C -2.635 -3.673 -1.075
H -3.963 -2.874 2.505
H -3.000 -4.265 1.947
H -4.693 -4.092 1.425
H -2.259 -3.067 -1.912
H -3.441 -4.334 -1.441
H -1.809 -4.291 -0.689
C -4.569 -1.580 -0.391
H -4.881 -0.875 0.393
H -5.434 -2.191 -0.705
H -4.184 -1.001 -1.241
H 1.279 1.412 0.721
F 0.565 0.067 5.489
C -0.337 -0.591 4.683
F -0.096 -1.966 4.747
C -1.727 -0.398 5.307
F -1.674 -0.988 6.528
F -2.101 0.900 5.509
F -2.752 -1.002 4.622
*
```



molecular weight of number 1 (C34H45As3I2N5NaO3S)? 1105.40 u



Which of these has the lowest molecular weight? C34H45MnN6OP2S



The highest molecular weight belongs to which entry? C34H45F32IN2O9P



Repeat the fourth record exactly.
Density functional theory data (ωB97M-V/def2-TZVPD) for a structure of composition C34H46ClF5OP4Ru in a non-equilibrium geometry.

Its HOMO energy (alpha / beta) is -10.82 / -12.82 eV. The molecular weight comes out at 826.15 u. The orbital gap (alpha / beta) is 5.22 / 3.89 eV. The expectation value of S² is 6.073. For the total energy, the calculation gives -103875.5743 eV.

Structure (ORCA input):
```
! wB97M-V def2-TZVPD RIJCOSX def2/J DEFGRID3
* xyz 2 5
P 1.570 1.141 -3.031
C 3.148 1.462 -2.388
C 3.956 0.821 -3.376
H 3.510 0.016 -3.963
C 5.230 1.306 -3.600
H 5.815 0.851 -4.399
C 5.716 2.355 -2.808
H 6.720 2.730 -3.023
C 4.952 2.914 -1.772
H 5.382 3.717 -1.176
C 3.657 2.460 -1.524
H 3.046 2.848 -0.710
C 1.058 -0.546 -3.029
C 1.818 -1.649 -2.577
H 2.681 -1.502 -1.927
C 1.465 -2.919 -3.017
H 2.044 -3.785 -2.704
C 0.391 -3.085 -3.899
H 0.152 -4.076 -4.297
C -0.383 -1.995 -4.311
H -1.204 -2.106 -5.019
C -0.098 -0.728 -3.833
H -0.677 0.153 -4.128
C 0.352 2.386 -2.997
C 0.805 3.034 -4.178
H 1.771 2.713 -4.591
C 0.006 4.000 -4.758
H 0.349 4.446 -5.689
C -1.195 4.362 -4.119
H -1.795 5.141 -4.592
C -1.613 3.755 -2.928
H -2.539 4.084 -2.458
C -0.859 2.727 -2.357
H -1.166 2.237 -1.438
Ru -0.029 -0.034 2.699
C -1.458 -1.285 2.002
C -1.807 -1.479 0.707
H -1.976 -1.860 2.767
C -1.110 -0.784 -0.422
O -2.041 -0.082 -1.209
H -1.700 0.316 -2.027
C -0.080 0.100 0.219
H -0.620 -1.524 -1.035
C 0.448 0.794 1.201
Cl 2.063 1.359 3.290
P -1.187 2.062 2.582
P 1.753 -1.656 2.378
C -0.674 3.085 3.971
H 0.382 3.350 3.840
H -0.782 2.523 4.903
H -1.315 3.978 3.994
C -1.150 3.223 1.194
H -1.952 2.995 0.482
H -0.190 3.173 0.668
H -1.293 4.245 1.566
C -2.941 1.651 2.691
H -3.094 0.795 3.355
H -3.310 1.401 1.686
H -3.471 2.527 3.086
C 2.802 -1.764 3.848
H 2.337 -2.437 4.583
H 2.900 -0.753 4.268
H 3.798 -2.137 3.562
C 1.059 -3.319 2.116
H 0.625 -3.386 1.108
H 0.264 -3.492 2.851
H 1.843 -4.079 2.240
C 2.939 -1.494 0.995
H 3.269 -0.454 0.903
H 2.468 -1.805 0.058
H 3.816 -2.135 1.181
P -3.173 -2.546 0.247
C -3.765 -3.533 1.647
C -2.635 -3.673 -1.075
H -3.963 -2.874 2.505
H -3.000 -4.265 1.947
H -4.693 -4.092 1.425
H -2.259 -3.067 -1.912
H -3.441 -4.334 -1.441
H -1.809 -4.291 -0.689
C -4.569 -1.580 -0.391
H -4.881 -0.875 0.393
H -5.434 -2.191 -0.705
H -4.184 -1.001 -1.241
H 1.279 1.412 0.721
F 0.565 0.067 5.489
C -0.337 -0.591 4.683
F -0.096 -1.966 4.747
C -1.727 -0.398 5.307
F -1.674 -0.988 6.528
F -2.101 0.900 5.509
F -2.752 -1.002 4.622
*
```